1.
ORCA calculation (ωB97M-V with the def2-TZVPD basis set) on a molecular structure, C4H8BeF12N2O12S4.

```
43
Properties=species:S:1:pos:R:3:forces:R:3:mulliken_charge:R:1
S -18.355 -3.513 8.497 -0.54 1.47 -3.14 1.282
S -16.389 -3.413 10.123 6.34 4.58 3.38 0.663
S -18.423 -3.631 12.606 1.60 7.62 1.23 0.858
S -17.742 -6.019 13.027 -0.42 -1.01 4.33 1.274
F -16.120 -4.972 12.282 7.66 3.05 -9.07 -0.143
F -18.880 -5.913 15.551 -0.20 0.61 -0.73 -0.202
F -14.934 -5.589 10.609 1.98 -1.04 -0.75 -0.334
F -20.353 -5.855 13.908 -0.80 0.36 -0.10 -0.158
F -19.340 -7.654 14.438 0.08 -0.08 -0.46 -0.257
F -16.499 -3.973 6.592 -0.88 -0.47 0.47 -0.211
F -17.446 -5.780 7.388 1.24 0.39 -1.53 -0.259
F -14.313 -3.849 11.741 -0.01 -0.40 0.15 -0.256
F -19.278 -2.723 10.183 -1.44 4.10 4.54 -0.126
F -19.507 -1.350 11.768 0.37 1.21 0.46 -0.287
F -20.838 -2.974 11.692 -1.07 -0.24 -0.38 -0.310
F -18.440 -4.542 5.898 -0.47 0.06 0.78 -0.232
O -18.900 -5.992 8.989 -0.95 -3.56 -3.59 -0.140
O -16.664 -5.447 13.802 -5.87 -3.59 7.90 -0.616
O -17.978 -2.131 8.226 0.37 -2.43 0.27 -0.654
O -19.165 -6.894 10.936 -3.59 -3.93 0.80 -0.687
O -15.468 -3.288 9.018 -0.81 -0.76 -0.30 -0.706
O -16.676 -2.207 10.895 2.01 0.43 -7.26 -0.527
O -17.039 -6.643 10.487 1.81 -0.86 -3.60 -0.609
O -17.147 -2.891 12.550 -4.83 -3.80 5.81 -0.621
O -20.053 -4.992 10.422 -5.66 1.50 1.15 -0.188
O -19.102 -3.629 13.878 -0.34 -0.69 -0.55 -0.745
O -17.471 -7.308 12.448 -0.48 -0.79 3.40 -0.884
O -19.774 -3.710 8.623 0.21 -1.53 -5.72 -0.767
N -17.634 -4.269 9.949 1.45 4.70 -8.12 1.522
N -18.445 -4.952 11.812 2.12 -1.99 13.25 2.035
C -17.658 -4.525 6.970 1.45 0.70 0.19 0.705
C -19.211 -6.313 14.340 1.39 -1.15 0.04 0.577
C -15.329 -4.550 11.285 -2.25 3.08 -1.18 0.747
C -19.586 -2.603 11.439 1.49 0.16 3.33 0.676
Be -18.421 -5.339 10.474 -1.26 -4.81 -3.91 -3.730
H -18.575 -7.621 10.738 -2.45 -0.75 0.10 0.418
H -19.038 -6.273 8.084 0.48 0.06 -0.04 0.369
H -17.497 -7.457 10.696 3.18 0.44 -0.25 0.326
H -20.446 -4.145 10.209 -0.24 -0.30 -0.62 0.419
H -19.577 -7.138 11.765 -0.26 -0.12 0.41 0.360
H -19.609 -6.407 9.480 -0.48 -0.25 -1.10 0.600
H -16.116 -6.839 10.647 0.15 0.16 -0.07 0.471
H -20.794 -5.543 10.676 -0.09 -0.13 0.49 0.346
```
Positions in Å, forces in eV/Å.

- E_tot: -108160.086 eV
- E_LUMO: -0.90 eV
- HOMO energy: -8.6287 eV
- M: 641.37 u

=====

2.
ORCA calculation (ωB97M-V with the def2-TZVPD basis set) on C5H13N in the gas phase.

```
19
Properties=species:S:1:pos:R:3:forces:R:3:mulliken_charge:R:1
N -0.362 -0.350 0.647 -1.08 -0.37 -0.29 0.019
C 0.853 0.905 -1.126 0.44 -0.46 -0.06 -0.453
C 0.719 0.544 0.344 0.25 0.08 1.18 -0.778
C -0.606 -0.545 2.059 -0.07 -0.85 0.70 -1.000
C -0.393 1.170 -1.940 -0.73 0.36 -0.21 -1.142
C -0.202 -1.651 0.000 1.28 0.99 -0.16 -1.229
H -0.231 -1.560 -1.087 -0.41 -0.08 0.03 0.277
H -0.005 0.054 2.743 0.01 0.44 -0.32 0.391
H -1.659 -0.449 2.338 0.00 0.29 -0.15 0.277
H -0.914 -2.370 0.373 -0.19 -0.15 -0.07 0.442
H 0.639 1.368 1.057 -0.28 0.45 -0.50 0.504
H 1.671 0.074 0.669 0.15 -0.03 -0.28 0.403
H 1.587 1.710 -1.195 0.00 -0.07 -0.19 0.364
H -0.348 -1.575 2.342 0.09 0.00 0.03 0.312
H -0.250 1.067 -3.019 0.44 -0.05 0.09 0.338
H 1.298 0.000 -1.538 0.37 0.15 -0.39 0.256
H -0.825 2.166 -1.822 0.07 -0.01 0.33 0.322
H -1.167 0.450 -1.692 -0.17 -0.04 0.19 0.288
H 0.841 -1.951 0.220 -0.18 -0.66 0.06 0.408
```
Positions in Å, forces in eV/Å.

- E_tot: -6885.095 eV
- E_LUMO: 1.13 eV
- HOMO energy: -8.2641 eV
- M: 87.17 u
- SMILES: CCCN(C)C

=====

3.
ORCA calculation (ωB97M-V with the def2-TZVPD basis set) on a molecular structure, C7H12N2O.

```
22
Properties=species:S:1:pos:R:3:forces:R:3:mulliken_charge:R:1
O 2.986 0.152 -1.162 0.33 0.18 -0.21 -0.514
N -0.091 0.408 -0.148 -6.36 -1.02 -0.39 -0.042
N 0.618 -1.541 0.933 -1.25 -2.04 0.09 -0.611
C -1.851 -0.186 0.034 1.84 1.86 0.02 0.604
C -2.622 0.580 0.783 0.59 -0.33 0.51 -0.872
C 0.629 -0.620 0.101 5.96 1.96 0.74 0.421
C 2.422 0.114 -0.111 -1.95 -1.22 -0.20 0.456
C 0.002 1.386 -1.206 -0.02 0.36 -0.14 -0.801
C -2.279 -1.356 -0.777 0.64 -0.04 -0.34 -1.079
C 3.056 0.433 1.221 -0.19 0.05 0.00 -1.123
H 3.877 1.141 1.098 -0.04 -0.11 -0.07 0.374
H -3.369 -1.464 -0.763 0.21 0.08 0.18 0.416
H -1.803 -2.276 -0.435 -0.10 0.02 0.08 0.252
H -1.979 -1.218 -1.817 -0.01 -0.01 -0.07 0.259
H -2.231 1.400 1.370 0.08 0.11 -0.17 0.292
H -3.646 0.289 1.007 0.02 0.03 -0.34 0.295
H -0.564 1.052 -2.077 0.04 0.03 -0.06 0.271
H 3.432 -0.497 1.647 0.01 -0.02 0.03 0.258
H -0.439 2.317 -0.845 0.00 -0.09 -0.06 0.286
H 1.026 1.590 -1.513 0.01 -0.21 0.14 0.353
H 2.304 0.828 1.903 0.03 -0.02 0.04 0.285
H 0.521 -2.533 0.758 0.17 0.42 0.23 0.221
```
Positions in Å, forces in eV/Å.

- E_tot: -12476.355 eV
- E_LUMO: 0.77 eV
- HOMO energy: -6.9691 eV
- M: 140.19 u

=====

4.
ORCA calculation (ωB97M-V with the def2-TZVPD basis set) on C5H9ClN2 in the gas phase.

```
17
Properties=species:S:1:pos:R:3:forces:R:3:mulliken_spin:R:1
Cl -0.038 -2.343 -0.098 -0.14 -1.30 -0.09 0.082
N 1.496 1.159 0.687 1.02 0.39 -0.34 0.017
N 1.514 -0.222 0.313 -4.70 -0.60 1.58 0.106
C -2.332 -0.253 0.117 3.61 -2.65 -0.57 0.230
C -3.458 0.528 -0.070 -0.26 1.93 0.33 0.730
C -1.004 0.165 0.113 -2.74 2.24 0.19 0.185
C 2.495 -0.516 -0.643 -1.58 -3.96 -0.85 0.030
C 0.055 -0.697 0.058 6.18 -0.22 0.12 0.579
H -4.389 0.190 -0.298 -2.29 -1.73 -0.65 0.022
H -2.412 -1.416 0.002 -0.20 2.33 0.49 0.007
H 1.374 1.246 1.687 -0.28 -0.40 0.27 0.003
H 2.464 -1.669 -0.874 -0.79 2.26 -0.38 -0.001
H 2.452 1.498 0.559 -0.32 -0.02 -0.26 0.001
H 2.435 0.148 -1.452 0.20 0.60 -1.70 -0.011
H -3.533 1.579 0.026 0.80 1.04 0.27 0.019
H 3.414 -0.598 -0.223 3.11 0.91 1.54 -0.001
H -0.533 1.199 0.096 -1.62 -0.83 0.06 0.004
```
Positions in Å, forces in eV/Å.

- E_tot: -20827.268 eV
- E_LUMO (alpha / beta): 0.87 / -1.57 eV
- HOMO energy (alpha / beta): -5.2157 / -8.5466 eV
- M: 132.59 u
- 2S+1: 3
- ⟨S²⟩: 2.01

=====

What did the second record say?
ORCA calculation (ωB97M-V with the def2-TZVPD basis set) on C5H13N in the gas phase.

```
19
Properties=species:S:1:pos:R:3:forces:R:3:mulliken_charge:R:1
N -0.362 -0.350 0.647 -1.08 -0.37 -0.29 0.019
C 0.853 0.905 -1.126 0.44 -0.46 -0.06 -0.453
C 0.719 0.544 0.344 0.25 0.08 1.18 -0.778
C -0.606 -0.545 2.059 -0.07 -0.85 0.70 -1.000
C -0.393 1.170 -1.940 -0.73 0.36 -0.21 -1.142
C -0.202 -1.651 0.000 1.28 0.99 -0.16 -1.229
H -0.231 -1.560 -1.087 -0.41 -0.08 0.03 0.277
H -0.005 0.054 2.743 0.01 0.44 -0.32 0.391
H -1.659 -0.449 2.338 0.00 0.29 -0.15 0.277
H -0.914 -2.370 0.373 -0.19 -0.15 -0.07 0.442
H 0.639 1.368 1.057 -0.28 0.45 -0.50 0.504
H 1.671 0.074 0.669 0.15 -0.03 -0.28 0.403
H 1.587 1.710 -1.195 0.00 -0.07 -0.19 0.364
H -0.348 -1.575 2.342 0.09 0.00 0.03 0.312
H -0.250 1.067 -3.019 0.44 -0.05 0.09 0.338
H 1.298 0.000 -1.538 0.37 0.15 -0.39 0.256
H -0.825 2.166 -1.822 0.07 -0.01 0.33 0.322
H -1.167 0.450 -1.692 -0.17 -0.04 0.19 0.288
H 0.841 -1.951 0.220 -0.18 -0.66 0.06 0.408
```
Positions in Å, forces in eV/Å.

- E_tot: -6885.095 eV
- E_LUMO: 1.13 eV
- HOMO energy: -8.2641 eV
- M: 87.17 u
- SMILES: CCCN(C)C